Entry 1:
98
Properties=species:S:1:pos:R:3 method="wB97M-V/def2-TZVPD" smiles="CCC[C@@]1([C@@H](C)F)[C@](COC)([PH2]=N)NC(=O)[C@]1(I)CCO.CCOP(=O)(OCC)OCC.CCOP(=O)(OCC)OCC" e_lumo_ha=-0.0671 total_charge=0 de_lowest_ev=10.527 homo_lumo_gap_ev=6.7
C 2.39 6.21 4.56
C 1.10 5.23 4.69
C 1.55 3.77 4.24
C 0.33 2.86 3.64
C 0.52 3.15 2.07
C -0.58 2.48 1.13
F 0.49 4.56 1.76
C 0.46 1.28 3.92
C 1.09 0.80 5.34
O 0.29 -0.25 5.91
C 0.21 -0.18 7.34
P 1.44 0.19 2.70
N 2.96 0.71 2.61
N -0.89 0.57 3.94
C -1.84 1.67 4.05
O -3.04 1.38 3.93
C -1.14 3.12 4.27
I -1.27 3.25 6.47
C -2.12 4.13 3.51
C -3.24 4.81 4.40
O -4.25 3.89 4.90
H 2.88 6.22 5.59
H 3.17 5.81 3.84
H 2.06 7.27 4.34
H 0.24 5.64 4.07
H 0.81 5.28 5.80
H 2.29 3.91 3.38
H 2.12 3.25 5.07
H 1.55 2.81 1.69
H -0.08 2.32 0.11
H -0.94 1.46 1.46
H -1.47 3.15 0.92
H 2.11 0.32 5.10
H 1.25 1.64 6.08
H 1.02 0.44 7.83
H 0.33 -1.24 7.76
H -0.80 0.21 7.70
H 0.88 0.19 1.38
H 1.45 -1.18 3.14
H 3.04 1.55 3.22
H -0.98 0.04 3.06
H -1.58 4.99 2.98
H -2.66 3.57 2.68
H -2.83 5.50 5.22
H -3.81 5.53 3.70
H -5.06 4.43 5.01
C -1.91 -1.35 -3.45
C -3.11 -0.94 -2.61
O -3.36 -1.87 -1.56
P -2.21 -2.07 -0.40
O -2.36 -0.69 0.24
O -3.09 -2.85 0.77
C -2.83 -2.54 2.14
C -3.98 -1.74 2.72
O -1.82 -3.60 -1.06
C -2.70 -4.72 -1.10
C -3.69 -4.69 -2.25
H -0.99 -1.33 -2.85
H -1.79 -0.68 -4.30
H -2.03 -2.37 -3.82
H -2.96 0.06 -2.19
H -4.00 -0.91 -3.24
H -1.88 -2.01 2.25
H -2.74 -3.49 2.69
H -4.20 -0.86 2.11
H -3.75 -1.40 3.73
H -4.89 -2.34 2.74
H -3.20 -4.89 -0.15
H -2.05 -5.59 -1.25
H -4.51 -4.01 -2.04
H -4.12 -5.68 -2.40
H -3.21 -4.37 -3.17
C 3.53 -0.37 -8.94
C 2.48 -1.44 -8.76
O 2.70 -2.22 -7.60
P 2.64 -1.47 -6.12
O 1.13 -1.18 -6.14
O 2.51 -2.78 -5.12
C 1.68 -2.67 -3.96
C 0.42 -3.49 -4.15
O 4.34 -1.59 -6.00
C 5.06 -2.81 -5.91
C 5.30 -3.49 -7.24
H 3.48 0.37 -8.13
H 3.40 0.16 -9.89
H 4.54 -0.80 -8.92
H 1.48 -1.00 -8.73
H 2.50 -2.12 -9.61
H 1.44 -1.63 -3.74
H 2.25 -3.06 -3.10
H -0.09 -3.24 -5.07
H -0.27 -3.35 -3.31
H 0.67 -4.56 -4.21
H 4.63 -3.51 -5.19
H 6.04 -2.54 -5.49
H 4.41 -4.01 -7.59
H 6.09 -4.25 -7.15
H 5.59 -2.77 -8.01

---

Entry 2:
95
Properties=species:S:1:pos:R:3 method="wB97M-V/def2-TZVPD" e_lumo_ha="-0.4864 / -0.4986" total_charge=+4 homo_lumo_gap_ev="5.0 / 4.6"
Sn 0.85 -0.61 0.32
C 0.42 -4.33 -0.32
N -0.95 -4.51 0.15
C -1.27 -5.84 0.69
C -1.83 -3.51 0.09
N -1.45 -2.27 -0.09
C -2.41 -1.26 -0.52
C -2.26 0.06 0.22
N -1.09 0.93 -0.08
C -1.01 2.02 0.94
C 0.24 1.98 1.80
N 0.42 0.65 2.34
C 0.86 0.43 3.57
N 1.40 1.38 4.37
C 2.32 2.39 3.87
C 1.09 1.45 5.79
N 0.72 -0.80 4.11
C -0.20 -1.74 3.51
C 1.75 -1.38 4.97
C -1.09 1.46 -1.46
C 0.32 1.82 -2.00
N 1.05 0.65 -2.41
C 1.45 0.46 -3.67
N 2.33 -0.52 -3.93
C 3.17 -1.08 -2.87
C 2.42 -1.19 -5.22
N 1.09 1.25 -4.72
C -0.28 1.64 -5.01
C 2.08 1.69 -5.71
N -3.20 -3.88 0.17
C -4.05 -3.35 1.21
C -3.75 -4.91 -0.69
H 0.81 -5.29 -0.66
H 1.07 -3.95 0.47
H 0.43 -3.63 -1.15
H -0.41 -6.19 1.28
H -1.45 -6.56 -0.10
H -2.13 -5.80 1.35
H -3.45 -1.58 -0.40
H -2.27 -1.12 -1.60
H -2.20 -0.17 1.29
H -3.18 0.63 0.05
H -1.88 1.97 1.60
H -1.04 3.00 0.45
H 0.12 2.73 2.58
H 1.11 2.25 1.18
H 2.71 2.10 2.89
H 3.15 2.48 4.57
H 1.86 3.38 3.80
H 0.30 0.75 6.06
H 0.75 2.46 6.04
H 1.97 1.25 6.41
H -1.17 -1.27 3.34
H -0.33 -2.58 4.18
H 0.18 -2.13 2.54
H 2.60 -0.71 5.06
H 2.10 -2.31 4.53
H 1.36 -1.60 5.96
H -1.70 2.37 -1.53
H -1.53 0.72 -2.12
H 0.89 2.27 -1.19
H 0.22 2.55 -2.80
H 3.31 -0.35 -2.07
H 4.15 -1.33 -3.29
H 2.74 -1.99 -2.46
H 1.56 -0.96 -5.84
H 2.44 -2.27 -5.05
H 3.33 -0.93 -5.75
H -0.98 1.21 -4.29
H -0.56 1.28 -6.00
H -0.39 2.72 -5.03
H 3.09 1.55 -5.32
H 1.92 2.74 -5.92
H 1.98 1.16 -6.65
H -3.53 -2.59 1.78
H -4.33 -4.16 1.90
H -4.98 -2.95 0.80
H -3.06 -5.15 -1.50
H -4.69 -4.54 -1.11
H -3.99 -5.82 -0.13
C 7.03 2.02 0.60
N 5.66 1.51 0.64
C 5.28 0.25 1.26
C 3.79 0.26 1.00
O 3.01 -0.66 1.33
N 3.43 1.37 0.35
C 4.57 2.10 0.17
N 4.58 3.29 -0.42
H 7.68 1.33 1.12
H 7.10 3.00 1.09
H 7.38 2.11 -0.43
H 5.51 0.25 2.33
H 5.77 -0.61 0.80
H 3.72 3.72 -0.70
H 5.43 3.82 -0.51